80
Properties=species:S:1:pos:R:3:lowdin_spin:R:1 method="wB97M-V/def2-TZVPD" multiplicity=3 max_force_ev_per_a=1.957 charge=+1 e_tot_ha=-2987.99936
C 3.8540 2.4195 -0.4558 0.000
C 4.7626 1.4837 -2.4874 0.000
H -5.6763 1.5144 -2.8552 0.000
C -3.6963 0.7563 -2.5208 -0.005
C -0.2358 -1.3549 -4.0278 0.023
H -4.8433 0.9933 -4.3230 0.000
C 3.0197 -0.6773 1.9699 0.019
H 6.1877 4.4463 -1.8716 0.000
C -1.6659 -4.6453 2.2785 -0.002
C -1.4128 -0.0219 -2.2784 -0.004
H 3.2037 2.3852 0.4062 0.000
H -5.1643 -5.8277 3.8061 0.000
C -3.9085 -3.0128 2.3337 0.000
C -1.5795 -3.3235 1.8232 -0.004
H -0.8249 -6.6141 2.3958 0.000
H 1.7587 6.4494 1.5262 0.000
H 1.0902 -2.9353 -4.7928 0.000
H -4.7826 -2.3689 2.3293 0.000
N 2.1736 0.0211 1.2175 0.009
H -5.5620 -4.1839 4.3101 0.000
H 4.6901 4.3080 0.0677 0.000
H 1.9422 1.6111 4.0210 0.001
Te 0.3893 -2.6120 1.3539 -0.061
C 5.5489 3.5815 -1.7556 0.000
C 0.0934 4.4433 0.2236 0.001
C 0.7724 4.5445 1.4361 -0.004
H 0.0974 6.4666 2.1015 0.000
C -5.2837 -4.8037 3.4563 0.000
C -1.2246 0.7206 -1.1037 0.008
H -6.1119 -4.7741 2.7466 0.000
N 1.7030 1.0170 1.9884 0.008
C -3.5301 1.4713 -1.3383 0.001
C 3.8798 1.3939 -1.3998 0.000
H 0.0622 -5.5178 1.3298 -0.001
C 1.1042 -2.4000 -2.6317 0.025
C -0.4912 -5.5857 2.2671 -0.004
C -2.7173 -1.0929 1.3340 0.000
N 0.0110 0.7675 -0.4024 -0.039
H -0.2784 5.3396 -0.2580 0.000
V 1.1177 -0.6735 -0.2819 1.989
H -3.5397 -0.9474 0.6315 0.000
C 3.0788 -0.1419 3.2580 0.004
C 1.2730 3.3777 1.9784 0.001
C -4.9999 0.7687 -3.2674 -0.001
C 1.0144 5.8777 2.0837 -0.001
H 0.2023 -5.3509 3.0784 -0.001
N 0.4364 -1.4913 -1.9225 0.003
N 4.5845 0.3113 -3.1962 0.001
C -2.6266 -0.0044 -2.9578 0.001
C -2.7121 -2.5098 1.8314 0.000
C 3.6408 -0.4074 -2.5493 0.002
C -0.0964 3.2222 -0.3813 -0.003
H -2.2523 1.9689 0.2893 0.000
H 5.0783 0.0435 -4.0289 0.000
N -0.3917 -0.8706 -2.7760 0.009
H -0.7943 -0.9720 -4.8636 0.002
C -2.8782 -5.1046 2.7780 0.000
H -1.7854 -0.8497 0.8368 0.000
C 2.2262 0.9354 3.2345 0.020
H 1.7915 -3.0758 -2.1455 0.001
H -5.4873 -0.2057 -3.2061 0.000
C -2.3406 1.4323 -0.6438 -0.005
C 0.3237 2.0137 0.1998 0.007
C 0.7222 -2.3412 -3.9751 0.004
C 4.6910 3.4986 -0.6504 0.000
H -0.5967 3.1898 -1.3377 0.000
H -2.7424 -0.6207 -3.8411 0.000
C 1.0553 2.1299 1.3924 -0.003
H 1.3723 5.7630 3.1054 0.000
C -4.0083 -4.2995 2.8393 0.000
H 1.8844 3.4388 2.8693 0.000
H -2.9481 -6.1274 3.1316 0.000
H -2.8623 -0.3950 2.1629 0.000
C 5.6006 2.5720 -2.6944 0.000
H 3.3282 -1.3756 -2.9006 0.000
H 6.2652 2.6247 -3.5467 0.000
N 3.1837 0.1895 -1.4773 -0.002
H 3.6473 -0.5044 4.0956 0.000
H -4.3453 2.0648 -0.9435 0.000
H 3.5347 -1.5363 1.5706 0.001

=====

83
Properties=species:S:1:pos:R:3:mulliken_charge:R:1 method="wB97M-V/def2-TZVPD" multiplicity=1 max_force_ev_per_a=3.213 charge=0 e_tot_ha=-2620.88263
O -2.2683 0.5507 1.4979 -0.643
C 1.8852 -5.2804 -0.7914 -0.981
C 0.9976 -2.4104 -3.1971 0.467
N 0.0198 -4.1833 -4.2297 0.183
C 1.5366 -1.1222 -3.0290 -1.042
C -2.8966 -0.0442 2.6071 1.492
C 0.4612 1.7409 1.1756 -0.443
H -4.8910 1.5674 1.5070 0.273
H -4.0765 2.8896 -2.5051 0.304
C 1.3283 -6.3201 -1.5618 -0.557
H 6.0107 -0.3315 -4.2529 0.362
H 3.5514 -0.3502 -4.7643 0.429
C -0.0354 3.2124 3.0083 -0.974
H -5.6075 5.6647 -0.7640 0.240
S -3.1305 4.3501 0.6828 -0.311
C 1.3156 3.5529 3.0967 0.294
H -4.0673 6.4046 -1.2481 0.297
H -2.6272 1.2080 -1.0760 0.432
H 2.3442 -3.1222 -0.6554 0.486
C -3.9459 4.3130 -0.8662 0.471
C 5.8022 -0.8927 -2.1797 0.826
C 5.3011 -0.5901 -3.4661 -0.858
C 1.8111 2.0597 1.3401 0.401
C 3.9339 -0.5894 -3.7578 -0.662
F 2.6482 -0.0640 0.9535 -0.311
C 1.9219 -3.9405 -1.2368 0.113
C 0.7424 -6.0471 -2.8015 -0.707
C -3.9248 1.0340 4.7738 -1.862
H -0.1527 -5.5832 -5.7855 0.337
H -5.3406 2.5151 2.9489 0.416
H 1.3535 -7.3450 -1.1985 0.388
C -2.5435 2.7106 0.4949 0.359
C 2.2647 2.9955 2.2579 -1.483
C 4.8545 -1.1787 -1.1949 -0.752
C 0.0900 -2.8302 -4.2208 -0.423
C 2.7891 1.2606 0.5726 1.222
H -1.4166 -5.6716 -4.5192 0.371
H 7.9162 -0.7889 -2.6977 0.377
C 0.7678 -4.7192 -3.1924 -0.181
H 7.5219 0.0317 -1.1980 0.277
H 0.3012 -6.8043 -3.4534 0.435
H -4.6499 0.2192 4.9136 0.298
C -3.6545 1.2220 3.2898 1.810
H -5.7218 0.7850 2.8789 0.386
F 1.5067 3.9544 5.4149 -0.268
F 2.5454 1.3357 -0.7778 -0.299
F 4.0970 1.5743 0.7539 -0.337
C 1.7253 4.5067 4.1781 0.860
C -4.6916 5.5036 -1.3545 -1.211
C 1.3449 -3.6546 -2.4639 0.775
H -0.4884 -2.2408 -4.9295 0.412
H -4.5379 -0.8582 1.3926 0.334
C -2.9188 2.1884 -0.7126 -0.984
H -4.4351 -1.4801 3.0657 0.313
H -4.9518 5.3609 -2.4102 0.332
F 3.0397 4.8542 4.1185 -0.294
H -4.3482 1.9501 5.1980 0.451
C -1.8163 -0.6423 3.5012 -1.811
C -3.8523 -1.1508 2.1940 -2.047
H 2.2828 -5.5084 0.1944 0.432
H 2.7896 -1.2475 -0.6671 1.348
C -4.9770 1.5406 2.6004 -1.903
B -2.0395 1.9172 1.8654 1.468
H -1.4284 -4.3326 -5.7007 0.332
H -1.5754 -1.6371 3.1156 0.424
C -0.4527 2.3436 2.0109 -0.198
H -0.7497 3.6253 3.7196 0.483
H 3.3170 3.2407 2.3097 0.596
H 5.1974 -1.3522 -0.1703 0.427
C -0.7901 -4.9941 -5.1126 -0.994
H -2.1663 -0.7772 4.5255 0.364
H 0.1361 1.0432 0.3976 0.414
C 3.5029 -1.1499 -1.4747 -0.608
H 7.5855 -1.7235 -1.2329 0.356
F 0.9999 5.6703 4.1340 -0.268
C 2.9756 -0.9482 -2.7710 0.468
H -2.9997 0.8087 5.3075 0.438
C 7.2736 -0.8469 -1.8163 -1.348
O -2.7329 2.2741 3.0689 -0.600
H 0.9900 -0.3028 -3.5017 0.527
H -3.2644 -2.0088 1.8595 0.537
C -3.7018 3.1138 -1.5048 -0.655
H -0.9104 -0.0282 3.5184 0.179

=====

80
Properties=species:S:1:pos:R:3:lowdin_spin:R:1 method="wB97M-V/def2-TZVPD" multiplicity=3 max_force_ev_per_a=3.084 charge=+1 e_tot_ha=-5813.40385
H 16.7304 5.7934 13.9982 0.000
H 13.7072 7.3679 7.7643 0.000
C 11.7617 6.4040 7.6462 0.000
H 11.5070 4.3416 7.0622 0.000
H 16.4734 8.4948 8.8137 0.000
C 13.3581 12.0885 11.7653 0.000
H 8.7109 7.0709 10.7448 0.000
H 12.2990 11.9647 11.3468 0.000
C 13.2309 6.4037 8.0461 0.000
H 12.9825 6.6195 17.7415 0.000
C 11.1038 8.8206 15.9381 0.000
C 12.7321 7.4580 17.0879 0.000
C 16.0210 10.1632 5.9148 0.000
H 11.2798 4.6012 8.7618 0.000
H 10.0786 9.1421 15.7655 0.000
C 9.1756 7.8719 11.3380 -0.001
C 14.9547 8.2728 11.5815 0.000
H 13.1658 7.1232 12.0275 0.000
H 17.9709 7.7557 12.9016 0.000
H 14.3224 9.6615 15.1147 0.000
O 11.3039 10.9985 8.9909 -0.002
H 13.8934 5.6236 7.7086 0.000
N 8.7835 10.0813 8.3538 -0.002
C 8.0336 12.2970 7.9120 0.000
C 16.6483 9.3282 6.8483 0.000
C 10.5106 11.7982 8.3910 0.000
H 8.6314 11.0007 12.3286 0.000
H 10.6132 7.3321 17.3530 0.000
Br 7.3572 7.5988 8.1269 0.000
C 14.2383 7.1896 12.2120 0.000
C 8.5276 9.0931 11.5515 0.000
C 9.0112 11.4007 8.2152 0.000
C 11.0997 5.0117 7.8065 0.000
H 5.5331 9.8812 7.6103 0.000
C 12.1737 9.4911 15.3763 0.000
C 14.8644 6.3546 13.0703 0.000
C 14.4045 11.3522 10.8308 0.000
C 11.4300 7.8262 16.8390 0.000
Sb 13.7882 9.4870 10.2377 -0.001
C 10.4219 9.8438 12.7992 0.000
Sb 11.6437 11.1432 14.1727 0.000
C 9.1838 10.0904 12.2086 0.000
H 13.2880 6.3217 9.1917 0.000
H 15.4039 11.2630 11.3079 0.000
O 10.8734 12.8672 7.9316 0.000
H 13.5802 13.1093 11.8243 0.000
H 8.2191 13.3576 7.6911 0.000
C 14.8231 10.8076 6.2072 0.000
H 14.2584 5.6358 13.5945 0.000
H 10.0071 4.9605 7.6105 0.000
C 16.2005 6.5190 13.3510 0.000
H 7.4694 9.1540 11.2115 0.000
C 16.0301 9.1296 8.0966 0.000
C 16.9331 7.5088 12.7115 0.000
C 7.6141 9.5529 8.0622 0.000
H 13.8465 10.3781 12.9038 0.000
H 5.9259 12.3364 7.2807 0.000
H 10.8324 6.6977 11.8551 0.000
C 13.4241 11.3569 13.0957 0.000
H 14.8047 7.8567 16.6264 0.000
C 6.7096 11.7353 7.6718 0.000
C 14.7635 9.7099 8.3447 0.000
H 11.8417 6.7344 6.6614 0.000
H 16.4144 10.3561 4.9221 0.000
C 13.4912 9.2049 15.5987 0.000
C 13.7504 8.1199 16.4229 0.000
H 17.5214 8.7952 6.7212 0.000
O 11.0841 7.4376 8.3317 -0.001
H 12.0412 8.3984 12.9737 0.000
H 13.2334 11.0387 7.4632 0.000
C 16.2999 8.4536 11.9184 0.000
H 16.9592 9.2157 11.4700 0.000
C 6.4801 10.3753 7.8004 0.000
H 14.1906 11.2963 5.4423 0.000
H 14.2120 11.6732 13.7443 0.000
C 10.4187 7.6236 11.9143 0.000
Tm 10.7147 8.9893 9.5090 2.008
C 11.0777 8.5986 12.5806 -0.001
H 14.4951 11.9667 9.9997 0.000
C 14.1844 10.5124 7.4087 0.000

=====

80
Properties=species:S:1:pos:R:3:mulliken_charge:R:1 method="wB97M-V/def2-TZVPD" multiplicity=1 max_force_ev_per_a=1.125 smiles="COc1cccc(C(=O)Nc2cc(C(=O)NCc3ccc(C)cc3)ccc2N2CCC3(CC2)CC(c2ccccc2)=NO3)c1" charge=0 e_tot_ha=-1913.42015
H 7.4072 -2.2833 0.1868 0.328
N -3.0286 -0.4870 0.3924 -0.038
H 0.1675 1.8956 -0.7037 0.556
C -7.6511 -1.1222 -1.4699 -0.523
H -3.5650 2.5215 0.0477 0.354
O -4.3518 0.6568 1.8476 -0.606
C 2.9920 2.7314 -0.9478 0.849
H -2.2570 1.5109 -0.5796 0.535
N 2.3279 -2.4738 2.2424 -0.098
H 1.2586 -0.3293 3.4169 0.607
H 4.1235 -2.9828 -2.4434 0.368
H -1.6019 3.5359 -1.5267 0.336
C -1.8801 3.2196 2.2233 -1.188
C 4.5329 -2.9486 -1.4437 -0.604
C 4.0241 3.4823 -1.5150 -1.005
C 4.4036 0.7797 -1.0258 -0.029
H 2.6957 -3.5242 -0.5103 0.485
C -6.4707 0.4310 -0.0635 -1.022
N 1.5071 4.6107 -0.7410 -0.740
C 3.7302 -3.2510 -0.3619 -0.300
C -1.8096 -0.3563 1.0899 -0.065
C 6.3739 -2.5561 0.0259 -0.572
H 0.2237 3.8344 2.3222 0.245
C -5.4004 -0.4571 0.0296 0.638
H -3.0494 -1.2155 -0.3072 0.243
C -7.5785 0.0969 -0.8143 -0.782
H 0.8427 2.1068 0.9180 0.154
C 5.2270 2.8843 -1.8322 -0.550
H 7.6886 -1.8735 -2.1372 0.350
H -2.3498 4.5110 -0.2663 0.377
H 3.9140 -3.5768 3.0259 0.398
H -2.7985 3.8053 2.1251 0.472
C -1.7581 3.6137 -0.4498 -1.603
H -8.5770 -3.7233 -2.0845 0.364
H 2.6593 -1.5348 2.3922 0.274
H 6.2345 -1.5482 -3.0942 0.335
H -7.8449 -3.0322 -3.5617 0.351
H 5.9832 -2.8169 2.1108 0.335
C 1.0329 -2.6731 1.8843 0.044
H -0.8880 5.1210 1.8665 0.488
C 1.7371 3.3639 -0.5958 -0.321
C 5.4216 1.5331 -1.5864 -0.489
H 6.3651 1.0673 -1.8291 0.441
C -0.6765 4.0575 1.7469 -1.269
C 0.1723 -1.4650 1.9398 0.312
H -4.6954 -2.4272 -0.5275 0.639
H -1.7825 2.9417 3.2721 0.565
H 4.5516 -0.2724 -0.8327 0.411
H -8.5309 -1.3598 -2.0464 0.403
C -4.2329 -0.0464 0.8664 0.519
H -0.0953 1.6481 3.2015 0.354
H -8.4051 0.7872 -0.8930 0.380
C -1.4271 0.8585 1.7048 1.087
C 0.5626 2.6275 0.0030 -0.156
O 0.6163 -3.7606 1.5257 -0.706
C 4.2418 -3.2110 0.9309 0.809
N -2.0615 2.0379 1.4203 0.277
H 2.7919 -4.4387 1.9366 0.450
H -1.2583 -2.3793 0.6625 0.501
C 5.5696 -2.8557 1.1127 -0.723
C -5.4729 -1.6827 -0.6131 -0.447
O 0.2684 4.9444 -0.3009 -0.370
C -6.5983 -2.0247 -1.3641 0.459
H 6.0199 3.4720 -2.2709 0.395
C 0.4357 -0.3393 2.7169 -0.811
C -7.6709 -3.6806 -2.6969 -0.886
H -7.4235 -4.6826 -3.0433 0.244
C -2.4814 2.3550 0.0718 -0.832
C -0.4129 3.7878 0.2576 1.975
H 2.4086 0.7698 -0.2764 0.580
C 5.8680 -2.5966 -1.2655 0.887
C -0.3489 0.7873 2.6036 -0.896
O -6.5597 -3.2536 -1.9461 -0.403
H -6.4137 1.3713 0.4617 0.434
C 6.7277 -2.2746 -2.4499 -1.572
C 3.3363 -3.5039 2.0989 -1.450
C -0.9933 -1.4681 1.1800 -0.546
H 6.9064 -3.1738 -3.0391 0.380
C 3.1945 1.3708 -0.7103 -0.857
H 3.8560 4.5323 -1.6944 0.471